ORCA calculation (the ωB97M-V functional and the def2-TZVPD basis) on a 6-piece molecular cluster, C31H57Cl11N2O4P overall.

XYZ file:
```
106
C31H57Cl11N2O4P, DFT the ωB97M-V functional and the def2-TZVPD basis
C 4.720 -2.855 -0.125
C 5.508 -1.544 -0.210
C 5.454 -0.896 -1.609
C 4.456 0.290 -1.713
C 3.295 -0.119 -2.624
C 2.310 1.050 -2.906
C 0.890 0.585 -2.897
C 0.279 0.270 -1.643
C 0.947 0.534 -0.328
C 1.002 2.050 0.009
C 0.298 2.411 1.330
C -1.033 3.125 1.110
O -2.061 2.222 0.739
C -2.748 1.676 1.847
N -0.927 -0.223 -1.563
N -1.627 -0.431 -2.670
C -2.989 -0.997 -2.471
C -3.265 -1.382 -1.026
C -4.586 -2.170 -0.920
C -5.795 -1.296 -0.583
O -6.750 -1.982 0.226
C -7.812 -2.650 -0.306
C -7.708 -3.129 -1.735
O -8.743 -2.902 0.408
C -1.156 -0.135 -3.873
Cl -2.174 -0.417 -5.207
C 0.137 0.388 -4.035
P 0.691 0.664 -5.766
O 0.829 -0.607 -6.507
H 3.728 -2.755 -0.580
H 5.238 -3.658 -0.653
H 4.575 -3.173 0.909
H 6.549 -1.747 0.053
H 5.144 -0.850 0.553
H 5.150 -1.657 -2.334
H 6.456 -0.563 -1.868
H 4.946 1.177 -2.116
H 4.068 0.498 -0.712
H 3.671 -0.497 -3.577
H 2.752 -0.955 -2.165
H 2.456 1.866 -2.196
H 2.545 1.455 -3.888
H 0.354 0.022 0.430
H 1.942 0.086 -0.308
H 2.048 2.362 0.055
H 0.558 2.623 -0.811
H 0.944 3.073 1.912
H 0.112 1.507 1.915
H -0.942 3.835 0.283
H -1.326 3.697 1.998
H -3.340 0.833 1.492
H -2.056 1.310 2.614
H -3.413 2.419 2.299
H -3.051 -1.880 -3.109
H -3.693 -0.242 -2.824
H -2.449 -2.000 -0.652
H -3.332 -0.484 -0.410
H -4.778 -2.702 -1.859
H -4.498 -2.940 -0.152
H -6.284 -0.904 -1.478
H -5.488 -0.447 0.031
H -8.659 -3.579 -2.006
H -7.487 -2.323 -2.437
H -6.909 -3.869 -1.815
H -0.291 1.554 -6.234
H 1.845 1.452 -5.727
Cl -6.426 -5.271 3.831
C -8.038 -4.581 3.488
C -8.638 -3.911 4.695
Cl -9.066 -5.081 5.974
H -8.671 -5.386 3.126
H -7.912 -3.848 2.693
H -9.556 -3.402 4.407
H -7.954 -3.189 5.131
Cl 3.423 3.440 -5.299
C 4.584 3.334 -6.663
C 5.796 2.518 -6.294
Cl 6.777 3.310 -5.039
H 4.847 4.354 -6.929
H 4.061 2.869 -7.498
H 6.424 2.392 -7.174
H 5.513 1.537 -5.920
Cl 7.438 1.635 -0.740
C 7.193 2.727 0.652
C 8.119 2.395 1.789
Cl 7.719 0.826 2.542
H 6.152 2.643 0.956
H 7.387 3.741 0.305
H 8.028 3.156 2.563
H 9.151 2.355 1.459
Cl 10.485 4.353 0.348
C 10.966 6.043 0.659
C 10.283 6.588 1.887
Cl 8.520 6.745 1.652
H 10.716 6.619 -0.227
H 12.045 6.053 0.801
H 10.669 7.580 2.112
H 10.440 5.941 2.746
Cl -10.621 -3.325 10.236
C -10.432 -5.015 9.698
C -11.742 -5.760 9.692
Cl -12.373 -6.030 11.337
H -9.710 -5.491 10.356
H -10.027 -4.983 8.689
H -11.597 -6.740 9.241
H -12.500 -5.219 9.132
```

* orbital gap: 7.19 eV
* total charge: +1
* calculated total energy: -7029.09511 a.u.
* LUMO level: -4.22 eV
* HOMO level: -11.40 eV
* strongest force on any atom: 1.04 eV/A

ORCA calculation (the ωB97M-V functional and the def2-TZVPD basis) on C31H57CrN4O2P2 as an isolated structure.

XYZ file:
```
97
C31H57CrN4O2P2, DFT the ωB97M-V functional and the def2-TZVPD basis
C 1.184 -2.000 -2.398
C 2.492 -1.618 -0.452
C 2.270 -2.564 -3.046
C 3.556 -2.363 -1.021
C 3.434 -2.821 -2.317
H 2.148 -2.855 -4.092
H 4.488 -2.462 -0.452
H 4.261 -3.353 -2.789
N 1.273 -1.637 -1.101
P -1.508 -1.642 -1.866
P 1.659 0.182 1.705
C -0.134 -1.697 -3.101
H -0.069 -0.718 -3.603
H -0.325 -2.416 -3.908
C 2.702 -0.763 0.658
H 3.750 -0.791 1.010
C 2.999 1.669 1.776
C 1.586 -0.458 3.571
C -2.794 -0.388 -2.428
C -2.098 -3.408 -1.880
C 2.083 2.889 1.884
H 1.570 2.940 2.854
H 2.649 3.824 1.738
H 1.309 2.840 1.111
C 4.021 1.666 2.919
H 3.579 1.689 3.919
H 4.712 0.816 2.843
H 4.642 2.575 2.826
C 3.836 1.686 0.487
H 4.356 2.655 0.410
H 4.611 0.907 0.480
H 3.211 1.538 -0.405
C 1.185 0.735 4.461
H 0.230 1.156 4.116
H 1.053 0.370 5.491
H 1.919 1.545 4.491
C 0.489 -1.507 3.746
H -0.499 -1.106 3.503
H 0.670 -2.411 3.159
H 0.470 -1.808 4.807
C 2.898 -1.134 3.970
H 3.751 -0.455 4.009
H 2.776 -1.556 4.981
H 3.133 -1.955 3.277
C -3.309 -3.535 -0.942
H -3.683 -4.569 -1.011
H -3.037 -3.344 0.102
H -4.129 -2.859 -1.214
C -0.954 -4.292 -1.345
H -0.068 -4.255 -1.993
H -0.667 -3.995 -0.326
H -1.313 -5.333 -1.310
C -2.475 -3.892 -3.292
H -2.684 -4.971 -3.239
H -3.377 -3.402 -3.671
H -1.668 -3.751 -4.021
C -2.078 0.667 -3.275
H -1.777 0.297 -4.262
H -2.754 1.519 -3.435
H -1.194 1.042 -2.750
C -3.343 0.306 -1.170
H -2.543 0.799 -0.600
H -4.060 1.079 -1.486
H -3.859 -0.389 -0.494
C -3.945 -1.003 -3.235
H -3.596 -1.495 -4.153
H -4.551 -1.707 -2.651
H -4.620 -0.191 -3.548
Cr -0.228 -0.918 -0.044
C -1.038 -2.133 1.121
O -1.628 -2.786 1.924
N 0.191 0.866 -0.754
C 1.042 1.714 -0.838
C 1.053 3.147 -1.516
C 2.482 3.638 -1.642
C 0.442 3.073 -2.910
C 0.204 4.114 -0.686
H 2.941 3.797 -0.661
H 3.073 2.908 -2.212
H 2.511 4.591 -2.182
H -0.650 3.021 -2.858
H 0.652 4.000 -3.463
H 0.857 2.245 -3.501
H -0.002 5.021 -1.268
H -0.777 3.671 -0.456
H 0.696 4.435 0.239
C -3.245 3.215 2.468
N -3.605 1.870 2.845
C -2.818 0.793 2.576
N -3.307 -0.392 3.060
O -1.731 0.865 1.952
H -2.277 3.184 1.964
H -3.172 3.857 3.352
H -3.993 3.641 1.791
H -4.459 1.713 3.362
H -2.842 -1.261 2.825
H -4.220 -0.408 3.490
```

* orbital gap (spin up / spin down): 5.84 / 5.15 eV
* multiplicity: 5
* total charge: +1
* calculated total energy: -3311.83819 a.u.
* LUMO level (spin up / spin down): -2.99 / -3.69 eV
* HOMO level (spin up / spin down): -8.83 / -8.84 eV
* strongest force on any atom: 7.48 eV/A

ORCA calculation (the ωB97M-V functional and the def2-TZVPD basis) on C31H57HgN2O2P2S as an isolated structure.

XYZ file:
```
96
C31H57HgN2O2P2S, DFT the ωB97M-V functional and the def2-TZVPD basis
C 1.631 2.658 0.381
C -0.649 3.279 0.118
C 2.046 3.994 0.379
C -0.271 4.652 0.247
C 1.065 4.993 0.345
H 3.112 4.220 0.443
H -1.067 5.399 0.267
H 1.360 6.038 0.424
N 0.357 2.341 0.178
P 2.076 0.002 1.547
P -2.423 1.146 -0.433
C 2.641 1.507 0.566
H 2.891 1.115 -0.437
H 3.563 1.913 1.011
C -1.994 2.832 -0.048
H -2.772 3.585 0.110
C -2.453 1.054 -2.340
C -4.150 0.676 0.249
C 3.207 -1.539 1.150
C 2.336 0.596 3.322
C -2.354 -0.416 -2.794
H -3.253 -0.998 -2.559
H -2.229 -0.436 -3.890
H -1.487 -0.914 -2.345
C -3.734 1.701 -2.905
H -4.640 1.118 -2.695
H -3.862 2.727 -2.533
H -3.636 1.758 -4.002
C -1.249 1.820 -2.901
H -1.238 1.706 -3.994
H -1.308 2.888 -2.675
H -0.307 1.425 -2.514
C -4.683 -0.608 -0.424
H -3.957 -1.431 -0.343
H -5.590 -0.933 0.112
H -4.960 -0.475 -1.476
C -4.070 0.364 1.752
H -3.452 -0.518 1.963
H -3.712 1.215 2.338
H -5.089 0.129 2.103
C -5.127 1.844 0.077
H -5.305 2.113 -0.968
H -6.095 1.552 0.513
H -4.771 2.735 0.606
C 1.749 -0.469 4.270
H 1.921 -0.138 5.305
H 0.663 -0.573 4.132
H 2.213 -1.456 4.146
C 1.558 1.914 3.512
H 2.057 2.755 3.016
H 0.523 1.844 3.149
H 1.507 2.138 4.587
C 3.814 0.847 3.680
H 3.840 1.434 4.612
H 4.359 -0.083 3.878
H 4.353 1.412 2.908
C 3.899 -1.290 -0.195
H 4.628 -0.470 -0.157
H 4.429 -2.206 -0.506
H 3.162 -1.072 -0.975
C 2.323 -2.785 0.986
H 1.571 -2.678 0.198
H 2.973 -3.632 0.716
H 1.811 -3.067 1.915
C 4.256 -1.904 2.216
H 5.033 -1.141 2.342
H 3.805 -2.140 3.190
H 4.766 -2.825 1.883
Hg -0.447 0.082 0.788
C -1.232 0.376 3.445
O -1.973 0.464 4.315
N 0.821 -0.488 -1.416
C 1.203 -0.774 -2.481
C 1.709 -1.168 -3.816
C 1.322 -0.057 -4.798
C 3.230 -1.302 -3.723
C 1.059 -2.509 -4.168
H 0.229 0.028 -4.892
H 1.711 0.913 -4.454
H 1.733 -0.244 -5.797
H 3.507 -2.134 -3.062
H 3.664 -1.496 -4.709
H 3.684 -0.382 -3.329
H 1.424 -2.894 -5.128
H 1.284 -3.259 -3.396
H -0.034 -2.416 -4.233
C -2.946 -4.166 0.711
S -1.737 -2.842 0.786
C -1.014 -3.081 2.444
O -0.674 -3.253 -0.191
H -3.692 -4.025 1.503
H -2.451 -5.146 0.817
H -3.421 -4.086 -0.276
H -0.561 -4.083 2.465
H -0.253 -2.302 2.619
H -1.759 -2.997 3.244
```

* orbital gap: 5.94 eV
* total charge: +1
* calculated total energy: -2709.47204 a.u.
* LUMO level: -2.80 eV
* HOMO level: -8.75 eV
* strongest force on any atom: 3.35 eV/A

ORCA calculation (the ωB97M-V functional and the def2-TZVPD basis) on C31H57MnN2OP2S as an isolated structure.

XYZ file:
```
95
C31H57MnN2OP2S, DFT the ωB97M-V functional and the def2-TZVPD basis
C -1.890 0.292 -2.642
C -2.826 0.450 -0.476
C -3.131 0.534 -3.221
C -4.043 0.917 -1.024
C -4.194 0.931 -2.395
H -3.222 0.465 -4.310
H -4.860 1.130 -0.337
H -5.144 1.218 -2.840
N -1.723 0.387 -1.307
P 0.871 0.388 -2.512
P -1.452 -0.692 1.826
C -0.660 -0.099 -3.452
H -0.646 -1.193 -3.590
H -0.705 0.328 -4.466
C 1.325 0.129 0.656
O 2.221 0.168 1.426
C -2.759 -0.062 0.839
H -3.730 -0.010 1.363
C -2.491 -2.296 2.402
C -1.231 0.408 3.410
C 2.279 -0.773 -3.073
C 1.088 2.165 -3.160
C -1.392 -3.330 2.643
H -0.737 -3.049 3.481
H -1.829 -4.318 2.865
H -0.761 -3.431 1.751
C -3.371 -2.126 3.645
H -2.822 -1.855 4.554
H -4.181 -1.402 3.469
H -3.864 -3.096 3.843
C -3.455 -2.706 1.280
H -3.889 -3.693 1.514
H -4.280 -1.989 1.168
H -2.951 -2.768 0.306
C -0.477 -0.449 4.446
H 0.477 -0.797 4.025
H -0.255 0.171 5.328
H -1.040 -1.325 4.787
C -0.355 1.623 3.088
H 0.654 1.332 2.785
H -0.778 2.244 2.289
H -0.260 2.252 3.988
C -2.549 0.964 3.955
H -3.238 0.200 4.324
H -2.315 1.621 4.810
H -3.065 1.565 3.195
C 2.385 2.735 -2.574
H 2.524 3.746 -2.986
H 2.311 2.824 -1.479
H 3.273 2.140 -2.825
C -0.104 2.995 -2.655
H -1.056 2.653 -3.086
H -0.173 2.974 -1.558
H 0.052 4.041 -2.957
C 1.114 2.256 -4.693
H 1.076 3.324 -4.955
H 2.034 1.850 -5.124
H 0.252 1.774 -5.169
C 1.666 -2.115 -3.498
H 1.132 -2.039 -4.455
H 2.475 -2.851 -3.638
H 0.980 -2.507 -2.734
C 3.220 -1.011 -1.873
H 2.704 -1.512 -1.042
H 4.043 -1.662 -2.201
H 3.653 -0.075 -1.492
C 3.091 -0.230 -4.257
H 2.466 -0.091 -5.150
H 3.623 0.701 -4.025
H 3.855 -0.982 -4.514
Mn -0.029 -0.055 -0.450
N -0.338 -1.848 -0.618
C -0.915 -2.881 -0.505
C -0.784 -4.399 -0.780
C -2.100 -5.107 -0.478
C -0.442 -4.674 -2.242
C 0.341 -5.002 0.073
H -2.351 -5.048 0.591
H -2.902 -4.646 -1.074
H -2.012 -6.169 -0.761
H 0.625 -4.532 -2.444
H -0.641 -5.732 -2.470
H -1.060 -4.077 -2.925
H 0.557 -6.022 -0.278
H 1.276 -4.434 -0.037
H 0.076 -5.084 1.135
C 0.588 4.830 0.829
S 1.223 3.151 0.656
C 2.816 3.333 1.480
H -0.487 4.801 0.624
H 1.088 5.479 0.102
H 0.761 5.182 1.851
H 3.527 2.608 1.061
H 3.189 4.355 1.320
H 2.691 3.133 2.555
```

* orbital gap (spin up / spin down): 6.68 / 4.61 eV
* multiplicity: 4
* total charge: +3
* calculated total energy: -3630.96862 a.u.
* LUMO level (spin up / spin down): -9.44 / -12.38 eV
* HOMO level (spin up / spin down): -16.13 / -16.98 eV
* strongest force on any atom: 7.03 eV/A

| no. | molecular weight (g/mol) |
| --- | --- |
| 1 | 942.8 |
| 2 | 631.8 |
| 3 | 784.4 |
| 4 | 622.8 |